{
  "formula": "C19H25N10S2Tc",
  "method": "ωB97M-V/def2-TZVPD",
  "elements": ["Tc", "C", "C", "C", "C", "C", "H", "H", "H", "H", "H", "C", "N", "C", "C", "N", "C", "S", "C", "C", "C", "C", "C", "N", "H", "H", "H", "H", "H", "H", "H", "H", "H", "N", "N", "N", "C", "N", "N", "H", "H", "H", "S", "C", "N", "C", "C", "C", "N", "H", "H", "H", "H", "H", "H", "H", "H"],
  "positions_angstrom": [[0.871351, 0.455891, 0.425383], [0.993433, 1.909410, 2.187804], [-0.228194, 2.323394, 2.882241], [-0.669255, 3.559895, 2.373276], [0.238953, 3.981775, 1.431269], [1.308387, 3.008251, 1.364110], [1.759263, 1.346705, 2.723499], [-0.703555, 1.765406, 3.679184], [-1.557456, 4.092595, 2.682787], [0.196651, 4.900728, 0.863979], [2.247961, 3.177555, 0.858016], [2.115136, -4.464198, 0.507167], [0.999495, -3.744046, 1.145483], [0.363982, -4.173295, 2.301971], [-0.578957, -3.271234, 2.603920], [-0.515948, -2.277227, 1.621615], [0.472333, -2.591224, 0.738560], [0.965830, -1.686577, -0.648796], [-1.510797, -1.268514, 1.464201], [-2.808262, -1.555353, 1.838324], [-3.776595, -0.572462, 1.718471], [-3.416883, 0.663117, 1.200556], [-2.106706, 0.861799, 0.831062], [-1.144405, -0.079395, 0.965836], [1.890484, -5.526722, 0.518123], [3.034278, -4.279201, 1.058070], [2.226052, -4.131979, -0.518587], [0.642506, -5.082395, 2.809551], [-1.255975, -3.231026, 3.440048], [-3.068703, -2.541337, 2.196714], [-4.797801, -0.780000, 2.013720], [-4.138169, 1.459707, 1.076280], [-1.785773, 1.805859, 0.413116], [5.946893, -0.091948, 1.266414], [4.866935, 0.412969, 0.629608], [4.993636, 1.117211, -0.479316], [3.731192, 1.337765, -0.805797], [2.901565, 0.775718, 0.082864], [3.659662, 0.174711, 1.012332], [6.798146, 0.356830, 0.958243], [5.807618, -0.204142, 2.259211], [3.424447, 1.881793, -1.685779], [0.328420, 1.739062, -1.444627], [-0.958460, 1.145708, -2.502378], [-1.303627, 1.969510, -3.472028], [-2.256570, 1.618691, -4.551743], [-2.323065, 0.108660, -4.676520], [-2.587779, -0.491390, -3.307076], [-1.548354, -0.022197, -2.366643], [-0.839241, 2.864880, -3.515477], [-1.901908, 2.082573, -5.468213], [-3.231752, 2.041900, -4.312317], [-1.379419, -0.274884, -5.069062], [-3.111802, -0.172813, -5.370168], [-2.554844, -1.577336, -3.325941], [-3.565441, -0.185841, -2.932967], [-1.158913, -0.663331, -1.689572]],
  "forces_ev_per_a": [[-0.655, -0.055, -0.919], [-0.045, 0.237, 0.498], [-0.067, -0.221, -0.012], [-0.008, -0.083, 0.024], [0.137, -0.049, -0.114], [-0.015, 0.303, -0.178], [-0.006, -0.049, -0.084], [0.049, 0.047, -0.012], [0.036, -0.060, 0.006], [0.047, -0.054, -0.001], [-0.035, 0.007, 0.010], [-0.034, 0.007, 0.065], [0.204, -0.189, 0.007], [0.142, -0.092, -0.154], [-0.038, 0.171, -0.027], [-0.210, 0.169, 0.126], [-0.040, -0.115, 0.138], [-0.095, 0.241, 0.041], [0.168, -0.074, 0.004], [-0.149, -0.114, 0.018], [-0.037, 0.013, 0.010], [-0.058, -0.020, 0.010], [0.042, -0.035, -0.013], [-0.160, 0.236, 0.081], [-0.033, -0.010, 0.005], [-0.007, 0.028, 0.031], [-0.032, 0.030, -0.029], [0.040, 0.026, -0.054], [-0.008, 0.056, -0.070], [0.017, 0.013, -0.009], [0.029, 0.013, -0.017], [0.020, -0.026, 0.019], [0.035, -0.002, 0.003], [-0.020, -0.324, -0.176], [0.157, 0.135, 0.004], [-0.185, -0.060, 0.149], [0.002, -0.086, -0.112], [0.392, 0.040, 0.223], [-0.020, 0.124, -0.271], [0.052, 0.110, 0.056], [0.017, 0.125, 0.085], [0.011, -0.027, 0.070], [0.276, -0.343, 0.573], [0.009, 0.080, -0.115], [-0.070, -0.020, -0.057], [0.046, -0.016, 0.088], [0.104, 0.015, 0.048], [0.013, 0.018, 0.002], [-0.039, -0.155, 0.045], [0.005, 0.013, -0.007], [0.046, 0.018, -0.007], [-0.016, 0.030, 0.023], [-0.023, -0.016, -0.033], [-0.033, 0.009, 0.002], [0.047, -0.025, 0.003], [-0.029, -0.008, 0.035], [0.022, 0.012, -0.032]],
  "mulliken_charge": [-0.173, -0.264, -0.818, -0.461, -0.744, -0.009, 0.761, 0.492, 0.527, 0.501, 0.593, -0.819, 0.086, -0.707, -0.461, 0.416, 0.402, -0.353, 0.314, -0.734, -0.800, -1.324, -0.243, 0.983, 0.357, 0.346, 0.325, 0.505, 0.532, 0.661, 0.490, 0.543, 0.600, -0.545, 1.108, -0.793, -0.320, 0.569, -0.482, 0.328, 0.291, 0.453, -0.305, 0.776, -0.184, -0.626, -0.639, -0.636, 0.163, 0.250, 0.387, 0.325, 0.307, 0.373, 0.417, 0.298, -0.041],
  "de_lowest_kcal_mol": 21.3,
  "energy_ha": -2162.7803,
  "e_lumo_ha": [-0.3611, -0.3916],
  "homo_lumo_gap_ev": [7.3, 6.7],
  "multiplicity": 4,
  "charge": 3
}

=====

{
  "formula": "C24H26N4O2",
  "method": "ωB97M-V/def2-TZVPD",
  "elements": ["C", "C", "C", "C", "C", "C", "C", "C", "C", "N", "C", "C", "O", "C", "N", "C", "C", "N", "C", "C", "C", "C", "C", "C", "C", "N", "O", "C", "C", "C", "H", "H", "H", "H", "H", "H", "H", "H", "H", "H", "H", "H", "H", "H", "H", "H", "H", "H", "H", "H", "H", "H", "H", "H", "H", "H"],
  "positions_angstrom": [[2.566214, 4.649674, 1.805055], [1.793242, 3.660542, 0.983961], [0.487015, 3.984118, 0.580235], [-0.286539, 3.124778, -0.166425], [0.260595, 1.895064, -0.524247], [1.578379, 1.556698, -0.136998], [2.339079, 2.449625, 0.620866], [1.828210, 0.266962, -0.662786], [0.691154, -0.137429, -1.342169], [-0.272304, 0.857456, -1.238056], [-1.548278, 0.959492, -1.884740], [-2.781887, 0.534163, -1.036173], [-3.844844, 1.436669, -1.240756], [-2.533155, 0.383595, 0.482741], [-1.786026, -0.783398, 0.858645], [-2.110405, -2.103169, 0.643751], [-3.409370, -2.552745, 0.084550], [-1.198595, -2.927807, 1.067296], [-0.214878, -2.154938, 1.625197], [0.965681, -2.523700, 2.258465], [1.734956, -1.522149, 2.813341], [1.337717, -0.186244, 2.762627], [0.174264, 0.201170, 2.128060], [-0.582539, -0.792569, 1.530110], [0.665833, -1.409955, -2.038329], [-0.231669, -2.153772, -2.545580], [-1.586420, -1.799015, -2.528537], [2.041746, -2.021167, -2.194032], [2.802051, -1.985751, -0.873738], [3.071499, -0.534842, -0.493987], [2.660898, 5.595718, 1.272947], [2.052963, 4.847686, 2.745823], [3.562238, 4.275121, 2.026468], [0.080263, 4.942463, 0.870755], [-1.286006, 3.415244, -0.459426], [3.343047, 2.184572, 0.917254], [-1.692673, 2.005932, -2.177449], [-1.535222, 0.366153, -2.797812], [-3.152369, -0.415003, -1.423397], [-3.601882, 2.299486, -0.883299], [-3.526130, 0.351524, 0.952853], [-2.001927, 1.259186, 0.865511], [-4.225286, -1.944786, 0.471448], [-3.557752, -3.589930, 0.371960], [-3.418034, -2.493585, -1.001410], [1.248300, -3.562406, 2.324425], [2.656599, -1.775789, 3.317020], [1.950518, 0.566432, 3.236242], [-0.124774, 1.238496, 2.119863], [-2.004117, -2.566338, -2.944592], [1.919068, -3.042494, -2.552411], [2.593933, -1.452656, -2.948087], [3.739055, -2.537080, -0.966440], [2.198629, -2.460735, -0.097859], [3.415636, -0.462584, 0.540226], [3.858392, -0.120993, -1.135558]],
  "forces_ev_per_a": [[-0.033, 0.010, -0.009], [0.157, -0.020, 0.083], [-0.086, -0.089, -0.027], [-0.185, 0.088, -0.053], [0.659, 0.040, 0.245], [-0.497, 0.248, -0.361], [-0.183, -0.018, -0.087], [-0.227, -0.258, -0.281], [0.446, 0.529, 0.513], [0.045, -0.059, -0.014], [-0.541, -0.071, -0.182], [0.360, -0.189, 0.150], [-0.296, 0.323, -0.026], [-0.483, 0.198, -0.264], [0.171, -0.244, 0.053], [0.029, -0.081, 0.019], [-0.041, 0.046, -0.075], [-0.198, -0.584, -0.138], [-0.069, 0.757, 0.007], [-0.110, 0.015, -0.016], [0.161, -0.107, 0.072], [-0.028, 0.106, 0.054], [-0.145, 0.126, 0.085], [0.420, -0.506, 0.284], [-0.309, -0.175, -0.229], [-0.226, -1.005, -0.602], [0.257, 0.409, 0.310], [0.090, -0.167, 0.118], [0.133, 0.112, -0.112], [-0.015, -0.141, 0.010], [0.061, 0.083, 0.025], [0.036, 0.054, 0.080], [0.079, 0.027, 0.046], [-0.057, 0.096, 0.015], [-0.080, 0.021, -0.027], [0.147, -0.002, 0.074], [0.007, -0.125, 0.043], [0.014, 0.164, 0.092], [0.091, 0.121, 0.093], [-0.021, -0.033, -0.042], [0.165, 0.092, -0.084], [-0.084, -0.073, 0.016], [-0.131, 0.003, -0.016], [-0.016, 0.010, 0.030], [-0.053, 0.025, -0.034], [0.032, -0.133, 0.006], [0.073, -0.026, 0.053], [0.061, 0.079, 0.033], [0.000, 0.126, -0.033], [0.313, 0.158, 0.098], [-0.034, 0.085, -0.024], [0.025, 0.004, -0.049], [-0.014, -0.033, 0.029], [0.041, -0.030, 0.005], [0.040, 0.027, -0.005], [0.048, -0.013, 0.046]],
  "mulliken_charge": [-1.716, 0.979, -1.184, -0.579, 0.648, -0.139, -0.366, 0.213, 0.743, 0.261, -1.609, 0.748, -0.640, -1.468, 0.428, 0.938, -1.657, -0.873, 0.816, -0.827, -0.573, -0.868, -0.541, 0.581, 0.342, -0.984, -0.240, -0.928, -0.582, -0.762, 0.386, 0.335, 0.369, 0.424, 0.342, 0.397, 0.642, 0.379, 0.202, 0.414, 0.418, 0.447, 0.324, 0.433, 0.217, 0.456, 0.403, 0.439, 0.496, 0.371, 0.423, 0.266, 0.424, 0.036, 0.374, 0.419],
  "de_lowest_kcal_mol": 47.0,
  "energy_ha": -1299.6517,
  "e_lumo_ha": 0.0162,
  "homo_lumo_gap_ev": 8.3,
  "multiplicity": 1,
  "charge": 0,
  "smiles": "Cc1ccc2c(c1)c1c(n2C[C@H](O)Cn2c(C)nc3ccccc32)/C(=N\\O)CCC1"
}

=====

Number 1: maximum force 1.1 eV/A. Number 2: maximum force 1.2 eV/A.